Record 1
This record from OMol25 describes one molecule with the formula C5H9FO. The level of theory is wB97M-V/def2-TZVPD.

ORCA input file:
```
! wB97M-V def2-TZVPD RIJCOSX def2/J DEFGRID3
* xyz 0 1
C 0.82 -1.76 -0.19
C 0.33 -0.41 0.37
C -0.62 -0.19 1.45
O 1.27 0.65 0.30
C 0.44 0.66 -0.68
C -0.62 1.75 -0.86
F 1.12 0.38 -1.99
H 1.19 -1.58 -1.19
H 0.11 -2.63 -0.31
H 1.53 -2.12 0.47
H -1.64 -0.61 1.25
H -0.86 0.85 1.84
H -0.30 -0.64 2.44
H -1.12 1.95 0.07
H -1.37 1.12 -1.53
H -0.29 2.59 -1.44
*
```

Calculated values
* SMILES: CC1(C)O[C@@]1(C)F
* lowest unoccupied orbital energy: 0.8 eV
* HOMO energy: -10.1297 eV
* energy: -10094.0026 eV
* energy relative to the best compared isomer or geometry (same formula, charge and spin): 41.3 kcal/mol

Record 2
This record from OMol25 describes C28H28Cl2IrN6O2S5 as an isolated structure. The level of theory is wB97M-V/def2-TZVPD.

ORCA input file:
```
! wB97M-V def2-TZVPD RIJCOSX def2/J DEFGRID3
* xyz 2 2
Ir -1.36 -0.13 0.04
S 3.45 -3.21 -1.10
C 4.75 -3.98 -1.89
C 5.02 -3.41 -3.10
C 4.16 -2.32 -3.39
C 3.25 -2.09 -2.39
C 2.20 -1.07 -2.37
C 1.20 -1.10 -1.37
N 0.22 -0.22 -1.32
C 0.14 0.76 -2.26
C 1.08 0.88 -3.28
C 0.90 1.93 -4.25
C -0.16 2.76 -4.18
C -1.15 2.63 -3.15
C -2.30 3.43 -3.07
C -3.23 3.22 -2.07
C -2.97 2.19 -1.14
N -1.88 1.43 -1.19
C -0.98 1.63 -2.19
C -4.46 4.01 -1.96
C -4.96 4.91 -2.86
C -6.17 5.49 -2.43
C -6.58 5.03 -1.22
S -5.49 3.89 -0.58
C 2.13 -0.06 -3.31
H 5.25 -4.81 -1.43
H 5.80 -3.75 -3.76
H 4.21 -1.76 -4.31
H 1.18 -1.87 -0.61
H 1.64 2.03 -5.03
H -0.28 3.55 -4.92
H -2.44 4.22 -3.79
H -3.66 1.96 -0.35
H -4.49 5.14 -3.80
H -6.72 6.22 -3.01
H -7.46 5.31 -0.66
H 2.87 0.02 -4.09
N -0.10 0.98 1.38
C -0.05 0.18 2.64
C 1.04 0.62 3.61
C 0.70 0.30 5.08
C 1.84 -0.35 5.87
N 2.10 -1.66 5.29
C 3.19 -2.39 5.47
N 3.42 -3.42 4.66
N 4.07 -2.08 6.43
C 0.03 -1.31 2.25
O 0.63 -2.11 2.97
O -0.53 -1.64 1.15
H 0.84 1.10 1.01
H -0.45 1.91 1.58
H -1.03 0.31 3.11
H 1.20 1.70 3.51
H 1.98 0.14 3.32
H -0.15 -0.39 5.13
H 0.39 1.20 5.60
H 1.54 -0.45 6.91
H 2.75 0.26 5.83
H 1.49 -1.93 4.51
H 2.78 -3.61 3.91
H 4.08 -4.14 4.91
H 3.82 -1.44 7.16
H 4.91 -2.61 6.55
S -5.55 -1.73 0.11
C -4.00 -1.13 0.19
S -3.30 -0.10 1.37
S -2.84 -1.53 -1.00
Cl -0.67 -4.19 -2.44
C -1.60 -3.60 -3.83
Cl -1.24 -1.90 -4.19
H -2.65 -3.68 -3.60
H -1.33 -4.19 -4.70
*
```

Calculated values
* lowest unoccupied orbital energy (alpha / beta): -5.5 / -7.6 eV
* <S²>: 0.784
* HOMO energy (alpha / beta): -12.4498 / -12.4484 eV
* energy: -124577.8430 eV
* energy relative to the best compared isomer or geometry (same formula, charge and spin): 0.0 kcal/mol

Record 3
This record from OMol25 describes C27H19F3N6O5RuS2 as an isolated structure. The level of theory is wB97M-V/def2-TZVPD.

ORCA input file:
```
! wB97M-V def2-TZVPD RIJCOSX def2/J DEFGRID3
* xyz -1 2
Ru -0.95 0.17 0.21
O -2.47 1.20 0.97
C -2.40 1.82 2.11
C -3.61 2.09 2.79
C -3.64 2.81 3.96
C -2.46 3.29 4.53
C -1.26 3.03 3.89
C -1.19 2.29 2.70
C 0.12 2.09 2.13
N 0.41 1.33 1.08
N 1.68 1.35 0.70
C 2.10 0.65 -0.33
O 1.14 -0.23 -1.01
C 3.45 0.63 -0.80
C 4.32 1.68 -0.43
C 5.63 1.69 -0.88
C 6.12 0.68 -1.70
C 5.27 -0.36 -2.06
C 3.96 -0.40 -1.61
H -4.52 1.72 2.33
H -4.59 3.00 4.45
H -2.47 3.86 5.45
H -0.33 3.39 4.32
H 0.97 2.58 2.60
H 3.95 2.46 0.21
H 6.28 2.50 -0.58
H 7.14 0.70 -2.06
H 5.63 -1.17 -2.69
H 3.33 -1.24 -1.89
F -2.49 -4.36 -0.74
C -2.30 -3.19 -1.38
F -2.67 -3.35 -2.64
F -0.98 -2.94 -1.36
S -3.25 -1.84 -0.56
O -4.62 -2.26 -0.71
O -2.78 -1.85 0.81
O -2.78 -0.66 -1.27
N -2.71 1.77 -5.84
C -2.09 1.95 -4.89
C -1.32 2.22 -3.71
C -0.33 3.20 -3.72
C 0.35 3.45 -2.55
C 0.04 2.71 -1.42
N -0.88 1.74 -1.41
C -1.56 1.51 -2.54
H -0.12 3.75 -4.63
H 1.13 4.19 -2.50
H 0.54 2.90 -0.49
H -2.30 0.72 -2.51
N 1.08 -0.28 -3.45
C 1.12 -0.23 -2.29
S 0.43 -1.42 1.67
C 0.08 -3.08 1.71
N -1.16 -3.53 2.03
C -1.50 -4.83 2.10
C -0.58 -5.81 1.92
C 0.73 -5.41 1.58
C 1.05 -4.08 1.48
H -1.90 -2.82 2.01
H -2.55 -5.02 2.31
H -0.86 -6.85 1.98
H 1.49 -6.16 1.40
H 2.05 -3.76 1.20
*
```

Calculated values
* lowest unoccupied orbital energy (alpha / beta): 2.1 / 2.1 eV
* <S²>: 0.823
* HOMO energy (alpha / beta): -2.5367 / -4.4047 eV
* energy: -79890.0985 eV
* energy relative to the best compared isomer or geometry (same formula, charge and spin): 83.3 kcal/mol

Record 4
This record from OMol25 describes C25H38BrN2NiO3PS as an isolated structure. The level of theory is wB97M-V/def2-TZVPD.

ORCA input file:
```
! wB97M-V def2-TZVPD RIJCOSX def2/J DEFGRID3
* xyz 2 1
Ni 0.32 -0.51 -0.30
C 3.39 -1.07 -0.59
O 2.26 -0.21 -0.30
C 2.63 1.13 -0.04
C 3.92 1.53 0.22
C 4.14 2.89 0.41
Br 5.88 3.48 0.76
C 3.11 3.81 0.34
C 1.80 3.40 0.08
C 1.60 2.04 -0.11
O 0.34 1.47 -0.40
C 0.75 4.42 -0.02
N 1.03 5.68 -0.14
C -0.21 6.33 -0.18
C -0.49 7.69 -0.31
C -1.82 8.06 -0.32
C -2.85 7.11 -0.22
C -2.58 5.76 -0.11
C -1.24 5.39 -0.09
N -0.61 4.16 0.00
H 3.99 -0.61 -1.37
H 3.00 -2.01 -0.94
H 3.97 -1.22 0.32
H 4.75 0.84 0.29
H 3.29 4.87 0.48
H 0.01 1.80 -1.25
H 0.31 8.41 -0.38
H -2.08 9.11 -0.42
H -3.88 7.44 -0.24
H -3.38 5.03 -0.03
H -1.05 3.29 0.19
C -4.05 0.15 -0.09
S -2.42 0.80 0.15
C -2.27 0.79 1.92
O -1.51 -0.32 -0.41
H -4.22 -0.71 0.55
H -4.14 -0.11 -1.14
H -4.75 0.96 0.14
H -2.71 1.71 2.30
H -1.21 0.78 2.15
H -2.77 -0.08 2.35
C -1.50 -4.95 0.35
C -1.48 -3.43 0.10
C -2.26 -2.76 1.24
P 0.19 -2.74 -0.19
C 1.36 -3.34 1.09
C 0.78 -3.20 2.50
C 1.92 -4.75 0.83
C 0.75 -3.21 -1.89
C 0.31 -4.60 -2.37
C 0.29 -2.16 -2.92
H -2.53 -5.29 0.31
H -1.12 -5.18 1.35
H -0.94 -5.53 -0.37
H -1.99 -3.22 -0.85
H -1.88 -3.08 2.21
H -3.30 -3.07 1.18
H -2.20 -1.68 1.19
H 2.19 -2.64 1.04
H 0.04 -3.98 2.71
H 0.31 -2.23 2.67
H 1.58 -3.31 3.23
H 1.16 -5.52 0.97
H 2.72 -4.95 1.55
H 2.34 -4.86 -0.16
H 1.84 -3.21 -1.85
H -0.77 -4.69 -2.43
H 0.71 -5.41 -1.76
H 0.70 -4.75 -3.38
H -0.80 -2.11 -2.99
H 0.67 -2.43 -3.90
H 0.66 -1.16 -2.70
*
```

Calculated values
* lowest unoccupied orbital energy (alpha / beta): -7.0 / -7.0 eV
* HOMO energy (alpha / beta): -12.8597 / -12.8597 eV
* energy: -166859.5143 eV

For reference, largest force on an atom by record: 4.605 0.595 2.621 1.005 eV/A.